[1]
73
Properties=species:S:1:pos:R:3 method="wB97M-V/def2-TZVPD" lumo_energy_ev=-3.88 total_charge=+1 energy_ha=-2706.33781
C 5.51 -0.01 -2.06
C 5.50 -1.46 -2.76
C 4.05 -1.68 -3.49
Cl 4.09 -1.02 -5.18
N 2.96 -1.22 -2.60
C 2.74 -1.88 -1.30
C 3.50 -3.07 -0.58
F 3.88 -4.13 -1.46
F 4.63 -2.56 0.16
F 2.67 -3.69 0.42
C 1.55 -1.24 -0.56
N 1.11 -0.17 -1.45
C 1.97 -0.19 -2.61
C 1.78 0.87 -3.78
H 4.73 0.10 -1.21
H 6.53 0.18 -1.58
H 5.25 0.78 -2.87
H 6.26 -1.40 -3.63
H 5.77 -2.33 -2.08
H 3.95 -2.83 -3.58
H 1.09 -1.50 0.45
H 0.34 0.47 -1.21
H 0.80 1.48 -3.67
H 2.70 1.57 -3.78
H 1.71 0.35 -4.81
C 0.85 -0.25 3.75
C 0.66 -0.60 5.03
C -0.68 -0.54 5.65
O -0.85 -0.85 6.81
C -1.80 -0.08 4.80
C -1.61 0.26 3.52
C -0.27 0.20 2.90
O -0.09 0.52 1.74
H 1.83 -0.29 3.28
H 1.47 -0.93 5.66
H -2.77 -0.04 5.26
H -2.42 0.60 2.89
C -4.61 5.08 4.30
C -4.50 4.26 3.25
C -4.36 2.80 3.43
O -4.25 2.05 2.48
C -4.37 2.28 4.82
C -4.49 3.09 5.86
C -4.62 4.56 5.69
O -4.73 5.30 6.64
H -4.71 6.15 4.19
H -4.49 4.62 2.24
H -4.27 1.21 4.93
H -4.49 2.73 6.88
C 0.28 -7.28 -3.32
C 0.55 -8.58 -3.28
C 1.89 -9.07 -2.90
O 2.14 -10.26 -2.86
C 2.92 -8.06 -2.55
C 2.64 -6.76 -2.59
C 1.30 -6.27 -2.97
O 1.05 -5.07 -3.01
H -0.70 -6.90 -3.60
H -0.19 -9.34 -3.53
H 3.89 -8.44 -2.27
H 3.38 -6.01 -2.34
C -3.39 6.17 0.09
C -2.39 6.09 -0.78
C -2.65 6.12 -2.24
O -1.73 6.04 -3.04
C -4.05 6.24 -2.69
C -5.05 6.32 -1.81
C -4.80 6.30 -0.35
O -5.71 6.37 0.45
H -3.23 6.15 1.16
H -1.36 6.00 -0.48
H -4.22 6.26 -3.75
H -6.09 6.41 -2.12

***

[2]
83
Properties=species:S:1:pos:R:3 method="wB97M-V/def2-TZVPD" lumo_energy_ev="1.07 / 1.07" total_charge=-1 relative_energy_kj_mol=81.2 energy_ha=-4077.81751 multiplicity=8
Eu 0.79 0.68 -0.78
O 3.03 1.31 -0.83
C 3.85 2.17 -1.42
C 5.24 2.06 -1.15
C 6.21 2.87 -1.65
C 5.84 3.99 -2.40
C 4.51 4.04 -2.88
C 3.50 3.16 -2.41
C 2.08 3.47 -2.71
N 1.01 2.64 -2.72
C 0.00 3.37 -3.28
C 0.43 4.67 -3.40
N 1.72 4.74 -3.05
H 5.49 1.25 -0.49
H 7.24 2.68 -1.33
H 6.54 4.80 -2.59
H 4.29 4.74 -3.69
H -0.89 2.85 -3.61
H -0.09 5.57 -3.83
H 2.40 5.50 -3.03
O 3.60 -0.92 9.26
S 2.26 -1.44 9.04
O 2.14 -2.75 8.45
O 1.20 -1.04 9.99
C 1.72 -0.05 8.03
N 1.86 1.10 8.64
C 1.42 2.18 7.99
C 0.71 2.04 6.80
C 0.81 0.77 6.16
N 1.30 -0.28 6.78
C 0.56 0.57 4.75
C 0.48 1.66 3.84
C 0.39 1.42 2.51
N 0.29 0.18 1.97
C 0.24 -0.89 2.82
C 0.40 -0.73 4.23
H 1.57 3.12 8.46
H 0.19 2.87 6.36
H 0.68 2.70 4.13
H 0.43 2.25 1.75
H 0.14 -1.87 2.35
H 0.42 -1.55 4.98
C -4.74 -4.43 -1.94
C -5.44 -3.27 -2.71
N -4.82 -1.95 -2.73
C -4.12 -1.58 -3.97
C -3.05 -2.54 -4.37
C -4.85 -1.23 -1.56
O -5.65 -1.52 -0.66
C -3.98 0.04 -1.40
C -4.56 1.07 -0.60
C -3.75 2.13 -0.30
C -2.43 2.20 -0.75
N -1.82 1.15 -1.31
C -2.60 0.12 -1.65
H -5.53 -5.27 -1.98
H -4.48 -4.13 -0.89
H -3.88 -4.79 -2.55
H -6.49 -3.15 -2.34
H -5.55 -3.59 -3.78
H -3.79 -0.54 -3.81
H -4.83 -1.52 -4.80
H -2.50 -2.92 -3.48
H -2.29 -1.99 -4.99
H -3.31 -3.43 -4.92
H -5.56 0.89 -0.23
H -4.17 3.07 0.07
H -1.77 3.09 -0.58
H -2.11 -0.70 -2.17
F 3.15 -4.20 -0.83
C 2.62 -3.02 -0.58
F 2.38 -2.97 0.76
F 3.56 -2.06 -0.79
C 1.42 -2.62 -1.42
O 0.98 -1.41 -0.92
C 0.24 -3.63 -1.23
F -0.22 -3.46 0.03
F -0.79 -3.27 -2.06
F 0.51 -4.92 -1.42
C 1.93 -2.45 -2.89
F 2.61 -3.55 -3.46
F 0.90 -2.20 -3.75
F 2.79 -1.37 -3.07

***

[3]
74
Properties=species:S:1:pos:R:3 method="wB97M-V/def2-TZVPD" lumo_energy_ev=2.24 total_charge=-1 relative_energy_kj_mol=0.0 energy_ha=-3718.24885
Ir -0.57 0.19 -0.61
C 5.91 -0.72 -3.27
C 5.03 -0.16 -2.18
C 4.80 1.22 -2.11
C 3.92 1.74 -1.18
C 3.27 0.88 -0.31
C 3.51 -0.48 -0.33
C 4.40 -0.99 -1.27
S 2.07 1.55 0.82
O 1.56 2.76 0.23
O 2.71 1.69 2.11
N 0.87 0.46 0.89
C 0.80 -0.49 1.91
C 1.79 -0.85 2.81
C 1.53 -1.79 3.83
C 0.31 -2.38 3.99
C -0.71 -2.07 3.06
C -2.00 -2.66 3.12
C -2.93 -2.34 2.18
C -2.58 -1.46 1.14
N -1.40 -0.90 1.06
C -0.45 -1.16 2.01
H 5.37 -0.72 -4.22
H 6.19 -1.75 -3.05
H 6.82 -0.14 -3.39
H 5.29 1.88 -2.81
H 3.69 2.80 -1.16
H 2.98 -1.15 0.32
H 4.55 -2.06 -1.33
H 2.76 -0.40 2.76
H 2.34 -2.02 4.52
H 0.11 -3.09 4.78
H -2.22 -3.35 3.92
H -3.92 -2.77 2.20
H -3.29 -1.19 0.37
S 0.58 1.23 -2.32
C 1.38 -0.13 -3.11
C 2.15 0.12 -4.25
C 2.87 -0.90 -4.86
C 2.83 -2.19 -4.34
C 2.06 -2.44 -3.22
C 1.33 -1.43 -2.59
S 0.44 -1.82 -1.13
H 2.18 1.13 -4.65
H 3.46 -0.68 -5.75
H 3.38 -2.99 -4.82
H 2.01 -3.45 -2.81
C -4.82 0.78 4.87
C -4.09 1.20 3.62
C -2.72 1.42 3.64
C -2.04 1.76 2.48
C -2.75 1.88 1.29
C -4.11 1.67 1.25
C -4.78 1.34 2.42
S -1.88 2.17 -0.24
C -1.12 3.74 0.15
O -2.86 2.47 -1.29
H -4.23 0.99 5.76
H -5.03 -0.29 4.85
H -5.78 1.30 4.96
H -2.17 1.31 4.57
H -0.96 1.89 2.49
H -4.62 1.73 0.29
H -5.85 1.16 2.39
H -1.95 4.44 0.25
H -0.47 3.99 -0.68
H -0.53 3.66 1.06
F -3.24 0.34 -4.45
C -3.72 -0.54 -3.56
F -3.37 -1.77 -3.99
F -5.05 -0.47 -3.60
C -3.16 -0.29 -2.13
O -1.90 -0.20 -2.15
O -3.96 -0.22 -1.21